12
Properties=species:S:1:pos:R:3:nbo_charge:R:1 method="wB97M-V/def2-TZVPD" orbital_gap_ev=11.6 lumo_energy_ev=-4.80 de_lowest_kcal_mol=10.7 charge=+1 e_tot_ev=-5734.4196
C -0.009 -0.238 2.139 -0.7291
H -0.560 0.616 -3.374 0.5050
H 1.024 0.077 2.326 0.2874
H 0.087 0.256 -1.117 0.4661
H 0.778 -0.197 -3.406 0.5067
C -0.059 -0.474 0.684 0.3385
O -0.012 -0.004 -2.868 -0.9707
H -0.307 -1.061 2.782 0.2781
H -0.592 0.591 2.551 0.2621
H -0.378 1.430 0.059 0.4324
H 0.323 -1.448 0.392 0.2357
N -0.294 0.451 -0.168 -0.6121

---

12
Properties=species:S:1:pos:R:3:nbo_charge:R:1 method="wB97M-V/def2-TZVPD" orbital_gap_ev=10.8 lumo_energy_ev=-3.77 de_lowest_kcal_mol=9.4 charge=+1 e_tot_ev=-5734.4774
H -2.288 0.182 1.990 0.4507
O -0.054 -0.952 0.267 -0.6272
H -1.238 0.257 0.660 0.4814
H 1.214 0.630 -1.999 0.2686
N -1.698 0.799 1.430 -0.8772
H 2.076 0.373 -0.453 0.2490
H -0.925 1.085 2.036 0.4516
H -2.259 1.585 1.099 0.4486
C 0.615 -1.097 -0.742 0.5051
H 0.623 -2.105 -1.188 0.1470
H 2.355 -0.647 -1.810 0.2547
C 1.579 -0.111 -1.290 -0.7524

---

12
Properties=species:S:1:pos:R:3:nbo_charge:R:1 method="wB97M-V/def2-TZVPD" orbital_gap_ev=12.5 lumo_energy_ev=-4.43 de_lowest_kcal_mol=37.2 charge=+1 e_tot_ev=-5733.2691
H 2.721 0.035 0.690 0.5227
H -0.605 -0.482 1.785 0.2381
H -2.045 0.278 -1.615 0.2305
C -0.889 -0.858 0.815 -0.4541
N -0.371 0.120 -0.220 -0.4268
O 2.130 0.525 0.183 -0.9347
C -0.933 0.444 -1.297 0.1012
H -1.951 -1.018 0.894 0.2468
H 0.732 0.372 -0.110 0.4668
H 2.143 1.559 0.366 0.5285
H -0.428 0.982 -2.120 0.2238
H -0.502 -1.957 0.629 0.2571

---

12
Properties=species:S:1:pos:R:3:mulliken_spin:R:1 method="wB97M-V/def2-TZVPD" orbital_gap_ev="12.5 / 4.5" lumo_energy_ev="-10.59 / -17.27" de_lowest_kcal_mol=95.9 spin_multiplicity=2 charge=+2 e_tot_ev=-5716.4152
H -0.942 0.296 -1.804 0.0136
H -1.431 1.688 -0.602 0.0248
H 0.287 0.400 2.146 0.0182
O 1.931 -1.410 -0.397 0.6002
C -0.405 0.787 1.379 0.0840
H -0.925 1.721 1.389 0.0135
H -2.165 0.001 -0.602 0.0395
H 0.586 -0.410 0.004 -0.0073
C -1.271 0.602 -0.767 0.0751
H 2.468 -2.083 0.220 -0.0179
H 2.093 -1.885 -1.211 -0.0163
N -0.225 0.294 0.245 0.1724

---

13
Properties=species:S:1:pos:R:3:nbo_charge:R:1 method="wB97M-V/def2-TZVPD" orbital_gap_ev=7.2 lumo_energy_ev=4.51 de_lowest_kcal_mol=35.6 charge=-1 e_tot_ev=-7787.6432
N 1.701 -1.282 -0.039 -0.8883
O -0.961 3.282 0.115 -0.9893
H 0.012 -2.404 -0.619 0.1685
H 0.224 -2.327 1.044 0.1579
H -1.635 -0.493 0.247 0.0884
O -0.456 0.488 -1.079 -0.9862
C -0.535 -0.309 0.035 -0.0350
H -1.921 3.248 0.051 0.4480
H 2.022 -0.931 -0.935 0.3617
H 1.950 -0.342 0.547 0.3374
H 0.066 0.386 0.784 0.0828
H -0.745 2.405 -0.279 0.5186
C 0.277 -1.722 0.126 -0.2644

---

13
Properties=species:S:1:pos:R:3:nbo_charge:R:1 method="wB97M-V/def2-TZVPD" orbital_gap_ev=7.7 lumo_energy_ev=4.50 de_lowest_kcal_mol=25.9 charge=-1 e_tot_ev=-7788.0608
H 1.261 2.467 -1.608 0.4430
C -1.092 -0.409 -0.130 -0.0923
H 1.327 -1.047 1.380 0.3261
O -0.226 -0.331 -1.300 -0.9772
H 0.518 -1.444 0.269 0.3752
H -1.220 -0.199 2.041 0.1520
C -0.518 -0.176 1.221 -0.2517
H -1.503 -1.385 -0.073 0.1300
H -0.015 0.787 1.458 0.1685
H -1.991 0.246 -0.169 0.0991
O 1.219 1.895 -0.879 -1.0299
N 0.392 -1.369 1.227 -0.8606
H 0.591 1.145 -0.999 0.5181

---

13
Properties=species:S:1:pos:R:3:mulliken_spin:R:1 method="wB97M-V/def2-TZVPD" orbital_gap_ev="4.7 / 8.2" lumo_energy_ev="0.43 / 0.19" de_lowest_kcal_mol=20.0 spin_multiplicity=2 charge=0 e_tot_ev=-7785.6150
H -1.636 -0.404 1.921 -0.0096
C 0.966 0.672 -0.444 0.0198
H -1.042 0.407 -1.009 -0.0216
H -0.254 -1.001 -0.676 -0.0042
H -0.082 -0.164 -2.151 -0.0971
O -1.739 -0.168 0.991 0.0380
C 1.271 -0.169 0.724 0.5466
H 0.665 1.695 -0.287 0.0045
H 1.653 0.221 1.657 0.0124
H 1.858 0.521 -1.071 0.0534
N -0.157 -0.088 -1.133 0.2129
O 1.201 -1.442 0.532 0.2496
H -2.705 -0.081 0.945 -0.0046

---

13
Properties=species:S:1:pos:R:3:nbo_charge:R:1 method="wB97M-V/def2-TZVPD" orbital_gap_ev=11.6 lumo_energy_ev=-3.70 de_lowest_kcal_mol=25.7 charge=+1 e_tot_ev=-7781.8444
C -1.032 0.016 -1.637 0.4165
N -0.034 0.757 0.434 -0.6955
H 2.494 -1.709 0.609 0.4992
H -1.734 -0.453 0.412 0.2654
O 1.958 -1.258 1.283 -0.9833
H 0.696 0.739 -0.304 0.4636
H 0.314 0.025 1.064 0.4812
H -2.066 1.188 -0.145 0.2562
O 0.096 -0.153 -2.002 -0.4858
H 2.521 -1.279 2.056 0.4960
C -1.354 0.369 -0.191 -0.3383
H -1.810 0.061 -2.410 0.1767
H -0.049 1.696 0.831 0.4481

---

14
Properties=species:S:1:pos:R:3:mulliken_spin:R:1 method="wB97M-V/def2-TZVPD" orbital_gap_ev="3.6 / 10.9" lumo_energy_ev="0.08 / 0.03" de_lowest_kcal_mol=0.6 spin_multiplicity=2 charge=0 e_tot_ev=-9833.0371
O -0.593 -0.980 -0.599 -0.1596
H 0.672 -0.507 -2.675 -0.2714
H -0.288 -1.925 3.134 0.0031
C 0.815 0.950 -1.149 0.8163
O -0.549 -1.003 3.081 -0.0109
H -0.191 -0.237 1.745 0.0124
H 1.853 0.857 -0.856 0.1644
N 0.512 0.547 -2.547 1.4613
C -0.051 0.055 -0.184 0.0811
H 1.035 1.052 -3.226 -0.7078
H -0.400 0.946 -2.701 -0.4701
O -0.096 0.610 1.043 -0.1217
H 0.581 1.975 -0.856 0.1997
H -1.530 -1.040 3.058 0.0032

---

Which value of charge does entry 5 give? -1